5
Properties=species:S:1:pos:R:3:lowdin_charge:R:1 method="wB97M-V/def2-TZVPD" de_lowest_ev=0.1019 total_energy_ha=-169.577926 e_lumo_ev=0.5 gap_ev=11.68 total_charge=0
C 1.286 -0.012 -0.039 0.154
C 0.081 -0.188 0.026 -0.112
C -1.289 -0.074 -0.055 -0.267
H 2.331 0.256 0.061 0.053
N -2.409 0.018 0.007 0.172


76
Properties=species:S:1:pos:R:3:lowdin_charge:R:1 method="wB97M-V/def2-TZVPD" s2=0.75 multiplicity=2 total_energy_ha=-2999.279909 e_lumo_ev="-7.2 / -8.2" gap_ev="8.00 / 7.01" total_charge=+2
Yb 1.451 -0.228 -0.195 1.879
C 1.987 -2.514 -0.760 -0.122
C 1.594 -1.912 -2.000 -0.209
C 2.591 -0.912 -2.294 -0.201
C 3.535 -0.925 -1.223 -0.095
C 3.163 -1.907 -0.270 -0.288
C 3.667 -2.012 1.163 -0.564
C 2.507 -2.478 2.057 -0.032
C 4.845 -2.980 1.281 -0.009
C 4.077 -0.608 1.647 -0.030
C 2.655 0.160 -3.380 -0.524
C 3.900 1.042 -3.198 -0.048
C 1.412 1.073 -3.250 -0.015
C 2.760 -0.451 -4.783 -0.012
C 0.420 -2.558 -2.762 -0.533
C 1.005 -3.690 -3.617 -0.013
C -0.574 -3.159 -1.745 -0.048
C -0.411 -1.624 -3.649 -0.045
H 1.587 -3.439 -0.380 0.129
H 4.469 -0.385 -1.211 0.129
H 2.186 -3.493 1.822 0.101
H 1.621 -1.820 1.958 0.069
H 2.796 -2.449 3.107 0.108
H 4.567 -3.971 0.918 0.101
H 5.163 -3.071 2.323 0.102
H 5.694 -2.630 0.691 0.100
H 3.243 0.119 1.578 0.051
H 4.928 -0.215 1.092 0.102
H 4.350 -0.643 2.702 0.111
H 3.906 1.574 -2.245 0.061
H 3.919 1.791 -3.990 0.103
H 4.820 0.460 -3.279 0.104
H 1.117 1.241 -2.192 0.047
H 0.541 0.665 -3.750 0.065
H 1.607 2.062 -3.665 0.106
H 3.707 -0.984 -4.884 0.107
H 2.737 0.340 -5.536 0.106
H 1.961 -1.154 -5.004 0.059
H 1.567 -4.398 -3.004 0.099
H 1.678 -3.297 -4.383 0.087
H 0.199 -4.231 -4.118 0.104
H -0.189 -4.048 -1.247 0.088
H -1.489 -3.453 -2.258 0.101
H -0.857 -2.429 -0.978 0.078
H 0.157 -1.188 -4.464 0.063
H -0.883 -0.828 -3.066 0.087
H -1.214 -2.204 -4.105 0.103
C 5.025 2.617 6.050 -0.097
C 4.018 3.711 5.709 -0.287
S 3.420 3.474 4.053 0.656
O 2.599 2.281 3.967 -0.320
O 4.533 3.582 3.132 -0.316
C 2.352 4.890 3.772 -0.192
C 1.870 4.967 2.319 -0.091
N 1.178 3.747 1.844 0.075
C 1.702 2.858 0.995 -0.328
N 0.908 1.784 0.892 -0.058
C -0.196 2.023 1.682 -0.024
C -0.045 3.232 2.249 -0.113
N -1.017 3.877 3.106 -0.313
O -0.744 4.976 3.556 0.117
O -2.043 3.262 3.280 0.142
C 2.988 3.003 0.264 0.032
H 5.493 2.848 7.003 0.091
H 5.802 2.559 5.289 0.080
H 4.534 1.647 6.134 0.083
H 4.474 4.704 5.700 0.114
H 3.143 3.707 6.362 0.116
H 2.942 5.782 3.992 0.127
H 1.522 4.822 4.469 0.103
H 2.718 5.128 1.660 0.127
H 1.186 5.803 2.222 0.138
H -1.027 1.347 1.793 0.134
H 2.962 3.853 -0.418 0.117
H 3.183 2.104 -0.321 0.043
H 3.813 3.139 0.962 0.082


25
Properties=species:S:1:pos:R:3:lowdin_charge:R:1 method="wB97M-V/def2-TZVPD" de_lowest_ev=2.9035 total_energy_ha=-999.146200 e_lumo_ev="-1.2 / -1.3" gap_ev="5.85 / 5.75" total_charge=0
C -2.005 1.993 -2.867 -0.094
C -1.092 2.472 -1.891 -0.102
C -2.086 0.633 -3.010 -0.116
C -0.363 1.638 -1.084 -0.104
C -1.232 -0.182 -2.298 -0.035
C -0.260 0.264 -1.389 -0.526
C 1.007 -2.332 2.243 -0.081
C 2.119 -0.205 1.822 -0.034
C -0.151 -1.814 1.839 -0.111
C 0.941 0.408 1.626 -0.079
C 2.211 -1.612 2.292 -0.202
C -0.192 -0.471 1.438 -0.551
O 0.403 -0.556 -0.690 -0.082
Cl -1.771 0.160 1.041 0.828
H -2.449 2.646 -3.607 0.094
H -1.114 3.491 -1.564 0.089
H -2.665 0.295 -3.780 0.070
H 0.330 2.162 -0.396 0.103
H -1.283 -1.277 -2.544 0.127
H 1.050 -3.385 2.766 0.163
H 3.054 0.326 1.819 0.115
H -1.002 -2.513 1.870 0.130
H 0.828 1.483 1.432 0.111
H 2.624 -1.579 3.246 0.111
H 3.099 -2.044 1.689 0.175